Entry from OMol25: a structure of composition C26H41F9MnN3O9P3 (the ωB97M-V functional and the def2-TZVPD basis).

Each line ends with the Mulliken spin population.
CARTESIAN COORDINATES (ANGSTROEM)
Mn1 0.82155 -0.92282 1.27693  4.51
C1 0.48825 1.92858 2.75999  0.09
C2 0.34827 0.58432 3.18143  -0.03
C3 -0.98762 0.17542 2.86232  0.06
C4 -1.64372 1.28071 2.29731  0.01
C5 -0.74889 2.36285 2.24376  0.01
C6 -1.04516 3.72473 1.67695  0.00
C7 -3.09658 1.27687 1.94918  -0.01
C8 -1.73261 -0.99161 3.43680  -0.03
C9 1.29764 -0.11050 4.13281  0.01
C10 1.75765 2.72570 2.82390  -0.01
H1 -0.41933 4.49418 2.13796  0.00
H2 -2.08595 4.01358 1.86278  0.00
H3 -0.88233 3.79216 0.59374  0.00
H4 -3.37272 0.36031 1.41771  0.00
H5 -3.36764 2.11909 1.31639  0.00
H6 -3.74516 1.33228 2.83696  0.00
H7 -1.06018 -1.77926 3.74494  0.01
H8 -2.43214 -1.43043 2.71826  0.00
H9 -2.32767 -0.68927 4.31297  0.00
H10 1.93874 -0.87992 3.69501  0.01
H11 0.74615 -0.59966 4.94229  0.00
H12 1.96617 0.62837 4.58219  0.00
H13 2.50403 2.35898 2.11187  0.01
H14 2.22202 2.68031 3.81620  0.00
H15 1.57617 3.78164 2.60230  0.00
O1 2.71462 -3.23039 -2.07367  0.00
P1 2.60114 -2.43342 -0.66124  0.04
O2 3.52460 -2.99422 0.35832  0.00
O3 1.12691 -2.29906 -0.34891  0.04
O4 3.17879 -1.00370 -1.13135  0.00
P2 3.77534 -0.00021 0.04590  0.00
O5 5.00897 -0.83114 0.61180  0.00
O6 4.22838 1.24919 -0.59722  0.00
O7 2.67555 0.04856 1.09509  0.07
H16 2.15219 -4.00998 -2.01098  0.00
H17 4.67765 -1.74987 0.76440  0.00
F1 1.92358 -6.15061 2.91096  0.00
C11 1.91436 -4.88642 2.39883  0.00
F2 1.85335 -5.03368 1.07442  0.00
F3 3.08600 -4.34611 2.71425  0.00
C12 0.72507 -4.01028 2.94484  0.05
O8 0.77083 -2.76289 2.52648  0.10
C13 -0.61436 -4.71223 2.50112  -0.01
F4 -0.74801 -5.99039 2.93501  0.00
F5 -0.72078 -4.74754 1.16823  0.00
F6 -1.68545 -4.05019 2.95535  0.00
C14 0.81127 -4.05737 4.52402  0.01
F7 1.94138 -3.47811 4.94453  0.00
F8 0.78229 -5.29348 5.07638  0.00
F9 -0.20401 -3.38533 5.08663  0.00
O9 -0.62385 -0.05877 -0.57341  0.03
P3 -0.82078 0.74259 -1.80330  -0.01
N1 -0.00493 2.17560 -1.72353  0.00
C15 0.34112 2.91629 -2.94302  0.00
C16 1.78646 3.37325 -2.71732  0.00
C17 1.86998 3.50556 -1.19738  0.00
C18 1.10482 2.28087 -0.73360  0.06
N2 -0.36353 -0.11762 -3.14177  0.01
C19 0.76677 -1.06311 -3.07096  0.00
C20 0.97192 -1.52018 -4.52592  0.00
C21 0.16779 -0.52332 -5.36709  0.00
C22 -0.99539 -0.16794 -4.44695  0.00
N3 -2.36263 1.18267 -2.25535  0.00
C23 -3.41173 0.14495 -2.23352  0.00
C24 -4.71241 0.91125 -1.96809  0.00
C25 -4.38517 2.33749 -2.41138  0.00
C26 -2.92950 2.50796 -1.98809  0.00
H18 -0.32166 3.78380 -3.06453  0.00
H19 0.23417 2.28808 -3.83203  0.00
H20 2.01525 4.29330 -3.25969  0.00
H21 2.48439 2.59773 -3.04209  0.00
H22 1.37194 4.42194 -0.86281  0.00
H23 2.89086 3.47608 -0.81739  0.00
H24 0.71488 2.34282 0.27641  0.02
H25 1.75661 1.41228 -0.79419  -0.01
H26 0.53585 -1.89063 -2.40270  0.00
H27 1.65393 -0.57235 -2.66701  0.00
H28 0.57861 -2.52990 -4.66370  0.00
H29 2.02783 -1.54245 -4.79268  0.00
H30 -0.16125 -0.93189 -6.32492  0.00
H31 0.76183 0.37381 -5.56160  0.00
H32 -1.76256 -0.95597 -4.49995  0.00
H33 -1.47666 0.77969 -4.69027  0.00
H34 -3.20828 -0.59862 -1.45961  0.00
H35 -3.45103 -0.37233 -3.19796  0.00
H36 -4.93921 0.89532 -0.90502  0.00
H37 -5.55980 0.47977 -2.50349  0.00
H38 -5.03891 3.09054 -1.96902  0.00
H39 -4.45862 2.41464 -3.50065  0.00
H40 -2.84948 2.78468 -0.93904  0.00
H41 -2.41625 3.27437 -2.57152  0.00

Spin multiplicity   6
Relative energy (zero: lowest compared OMol25 entry of this formula, charge and spin)   0.00 kJ/mol
LUMO level (spin up / spin down)   4.1 / 4.1 eV
Charge   -2
Orbital gap (spin up / spin down)   5.058 / 5.139 eV
HOMO energy (spin up / spin down)   -0.98 / -1.07 eV
E   -4931.20953 Ha

---

Entry from OMol25: a structure of composition C26H41FHfNO4Si2Te (the ωB97M-V functional and the def2-TZVPD basis).

Each line ends with the Löwdin charge.
CARTESIAN COORDINATES (ANGSTROEM)
Hf1 0.03869 -0.50961 -0.65296  1.66
C1 -5.21051 -0.04341 4.76022  0.00
C2 -5.66079 0.33522 3.35601  -0.27
C3 -6.55920 1.55764 3.28891  -0.11
C4 -5.82004 2.79636 3.76828  -0.10
C5 -4.50871 2.94926 3.04442  -0.10
C6 -3.89841 4.17432 2.95081  0.11
C7 -2.68877 4.33380 2.25933  -0.23
F1 -2.14933 5.53956 2.21280  0.14
C8 -2.06879 3.29418 1.63281  0.09
C9 -2.66864 2.02533 1.70417  -0.04
C10 -2.09022 0.90392 1.06302  -0.20
O1 -0.95565 0.99270 0.35793  -0.17
C11 -2.72914 -0.33160 1.17316  -0.02
C12 -3.89525 -0.46570 1.90286  0.08
N1 -4.44376 0.57622 2.50037  0.06
C13 -3.87983 1.84297 2.42065  -0.03
C14 -1.90162 -1.30665 0.42488  -0.49
O2 -0.81163 -1.71684 0.93704  -0.02
O3 -1.92632 -1.26598 -0.86263  -0.03
H1 -6.08864 -0.21985 5.38010  0.11
H2 -4.61673 0.74564 5.22211  0.09
H3 -4.61715 -0.95826 4.75144  0.09
H4 -6.17134 -0.50869 2.89244  0.15
H5 -7.43743 1.36899 3.90453  0.14
H6 -6.90783 1.69948 2.26349  0.14
H7 -5.63502 2.74480 4.84392  0.14
H8 -6.42480 3.68775 3.60613  0.14
H9 -4.35284 5.04572 3.40694  0.16
H10 -1.14264 3.44285 1.09811  0.14
H11 -4.39543 -1.41855 2.01563  0.17
C15 -0.90457 2.62871 -3.00728  -0.12
C16 -1.21561 1.65409 -4.15024  -0.11
C17 -0.72783 0.29505 -3.65486  -0.08
O4 0.13371 0.60763 -2.45384  -0.37
C18 0.38109 2.07663 -2.44628  -0.11
H12 -1.68615 2.61020 -2.24597  0.12
H13 -0.78407 3.65184 -3.35725  0.14
H14 -0.67661 1.94036 -5.05145  0.14
H15 -2.27655 1.62610 -4.38640  0.14
H16 -0.09590 -0.22566 -4.36873  0.14
H17 -1.52909 -0.35324 -3.30420  0.12
H18 1.24243 2.26641 -3.08446  0.15
H19 0.60021 2.37104 -1.41885  0.12
C19 2.81880 -1.91081 3.02101  -0.15
Si1 3.17217 -1.53671 1.25192  0.45
C20 4.91165 -1.01681 0.91651  -0.15
C21 2.06129 0.00276 0.82565  -0.22
C22 2.61836 -3.00141 0.19402  -0.54
Te1 1.82752 -2.60828 -1.75129  1.33
C23 3.34036 -1.32736 -2.55778  -0.53
Si2 4.73462 -2.37359 -3.40939  0.40
C24 5.27538 -3.67665 -2.19483  -0.17
C25 3.94062 -3.13220 -4.90390  -0.17
C26 6.08249 -1.17235 -3.80393  -0.16
H20 3.08919 -1.07023 3.66413  0.06
H21 3.41678 -2.76614 3.34612  0.06
H22 1.76937 -2.15827 3.19305  0.05
H23 5.24619 -0.34722 1.71349  0.06
H24 5.05722 -0.49719 -0.03103  0.03
H25 5.57851 -1.88167 0.93124  0.06
H26 2.51020 0.83288 1.38379  0.09
H27 1.05046 0.01670 1.28488  0.03
H28 2.12537 0.39022 -0.21532  0.02
H29 1.80965 -3.54051 0.69449  0.02
H30 3.43602 -3.70886 0.04960  0.01
H31 3.71719 -0.69306 -1.75602  -0.01
H32 2.84109 -0.70237 -3.30168  0.01
H33 4.49058 -4.41070 -1.99114  0.03
H34 5.62593 -3.25054 -1.25195  0.03
H35 6.11178 -4.23568 -2.62098  0.06
H36 3.09683 -3.77855 -4.64981  0.03
H37 4.66751 -3.75513 -5.43034  0.05
H38 3.60002 -2.37166 -5.61020  0.04
H39 6.50932 -0.72478 -2.90393  0.04
H40 5.73192 -0.36921 -4.45539  0.05
H41 6.89232 -1.68537 -4.32808  0.06

Relative energy (zero: lowest compared OMol25 entry of this formula, charge and spin)   11.05 kJ/mol
LUMO level   -9.5 eV
Charge   +3
Orbital gap   7.397 eV
HOMO energy   -16.85 eV
E   -2365.18894 Ha

---

Entry from OMol25: a cluster of 5 separate species, C26H41N2O16PS in total (the ωB97M-V functional and the def2-TZVPD basis).

Each line ends with the Löwdin charge.
CARTESIAN COORDINATES (ANGSTROEM)
C1 -3.83359 3.71185 -1.22592  -0.09
C2 -3.28502 2.68728 -0.11837  -0.22
N1 -1.86140 2.27658 -0.27547  -0.09
C3 -1.51041 1.86996 -1.66590  -0.14
C4 -0.63081 2.93771 -2.49185  -0.11
N2 0.10536 3.93178 -1.66288  -0.01
C5 1.20006 3.47068 -0.81451  -0.29
O1 2.24238 2.84068 -1.13751  0.07
C6 0.76489 4.02618 0.61542  -0.03
C7 1.25824 3.71959 2.04440  0.02
C8 0.53735 4.44689 3.21209  -0.04
C9 -0.63080 5.44797 2.97338  -0.52
S1 -1.43626 6.20101 4.44784  0.72
C10 -1.10298 5.80242 1.54001  -0.23
P1 -2.45950 7.01437 1.06421  0.76
O2 -2.97089 7.91559 2.20277  -0.52
C11 -0.36825 5.05681 0.37336  -0.02
C12 -0.59918 5.12329 -1.20036  -0.31
O3 -1.18649 5.98651 -1.89254  0.06
C13 -1.51083 1.22512 0.70676  -0.35
C14 0.00624 0.68856 0.91103  -0.01
O4 -2.37357 0.66059 1.44949  0.01
H1 -3.05482 4.11694 -1.94971  0.05
H2 -4.66097 3.15533 -1.81047  0.09
H3 -4.35504 4.60563 -0.73822  0.06
H4 -3.35040 3.23825 0.89727  0.13
H5 -4.03246 1.82669 -0.04729  0.12
H6 -0.88641 0.89580 -1.63592  0.13
H7 -2.44622 1.58941 -2.28606  0.14
H8 -1.34178 3.52875 -3.17596  0.13
H9 0.11356 2.36092 -3.14952  0.14
H10 2.09998 2.95995 2.16995  0.11
H11 0.86284 4.20972 4.27875  0.10
H12 -2.73568 5.66227 4.43948  -0.08
H13 -3.58229 6.39010 0.40035  0.01
H14 -1.87049 7.89828 0.07445  0.04
H15 0.65230 0.82750 -0.01951  0.07
H16 -0.11266 -0.45388 1.04112  0.10
H17 0.47439 1.06323 1.87732  0.08
C15 4.09949 -2.07378 -0.12143  -0.05
O5 4.64692 -2.41528 1.15189  -0.01
C16 3.77635 -2.31766 2.16991  -0.60
O6 2.62125 -1.97825 2.08487  0.11
O7 4.41593 -2.66407 3.29919  0.00
C17 3.60541 -2.60631 4.47187  -0.05
H18 4.88708 -2.18833 -0.86679  0.10
H19 3.27958 -2.74620 -0.38116  0.08
H20 3.76427 -1.03418 -0.13137  0.10
H21 2.76560 -3.30029 4.39466  0.10
H22 3.25044 -1.58805 4.64530  0.10
H23 4.22349 -2.90527 5.31900  0.09
C18 -4.90699 8.14091 4.86330  -0.05
O8 -4.35819 7.80663 6.13991  -0.02
C19 -5.22516 7.91558 7.15974  -0.60
O9 -6.37865 8.25919 7.07668  0.12
O10 -4.58271 7.57451 8.29055  0.00
C20 -5.38909 7.64469 9.46468  -0.05
H24 -4.12054 8.01717 4.11751  0.04
H25 -5.73098 7.46948 4.61019  0.10
H26 -5.23760 9.18166 4.84625  0.10
H27 -6.23220 6.95384 9.39522  0.10
H28 -5.73908 8.66579 9.63141  0.10
H29 -4.76973 7.34939 10.31233  0.09
C21 3.84020 -7.67055 -4.23783  -0.04
O11 3.85293 -7.73030 -2.81186  0.00
C22 3.76867 -6.53338 -2.20952  -0.60
O12 3.68701 -5.46407 -2.76382  0.12
O13 3.79110 -6.73329 -0.88104  0.00
C23 3.70785 -5.53678 -0.11035  -0.05
H30 3.91265 -8.69060 -4.61621  0.09
H31 2.90525 -7.23518 -4.59698  0.10
H32 4.69757 -7.10372 -4.60751  0.10
H33 2.76717 -5.01693 -0.30618  0.10
H34 4.55996 -4.88562 -0.31655  0.09
H35 3.73436 -5.81513 0.94377  0.10
C24 3.20677 -12.54545 -7.71216  -0.05
O14 1.99880 -12.05475 -8.29080  0.00
C25 1.66829 -10.81166 -7.90439  -0.60
O15 2.29246 -10.11730 -7.13972  0.11
O16 0.52147 -10.47644 -8.51792  0.00
C26 0.04721 -9.16975 -8.19784  -0.05
H36 3.37368 -13.55309 -8.09398  0.09
H37 4.05465 -11.92101 -8.00227  0.10
H38 3.11979 -12.59782 -6.62466  0.10
H39 0.76933 -8.41101 -8.50729  0.10
H40 -0.16553 -9.08788 -7.12965  0.10
H41 -0.88039 -9.00813 -8.74783  0.09

SMILES   CCN(CCN1C(=O)c2ccc(S)c([PH2]=O)c2C1=O)C(C)=O.COC(=O)OC.COC(=O)OC.COC(=O)OC.COC(=O)OC
LUMO level   -1.5 eV
Charge   0
Orbital gap   7.620 eV
HOMO energy   -9.11 eV
E   -3068.03907 Ha